A 8-piece molecular cluster, C48H120N8O16 overall at a distorted geometry, computed with the ωB97M-V functional and the def2-TZVPD basis.

Element x y z (Å)
C -8.771 2.125 3.622
O -7.751 1.224 3.278
C -6.806 1.773 2.360
C -5.918 0.617 1.940
N -4.796 1.027 1.076
C -5.127 0.886 -0.342
C -4.000 1.361 -1.228
O -4.000 2.770 -1.136
C -2.990 3.379 -1.912
H -8.389 3.103 3.943
H -9.286 1.693 4.481
H -9.494 2.288 2.814
H -6.191 2.499 2.902
H -7.397 2.188 1.538
H -6.524 -0.159 1.473
H -5.469 0.197 2.842
H -4.668 2.029 1.189
H -6.020 1.456 -0.661
H -5.445 -0.139 -0.560
H -4.102 0.994 -2.255
H -3.046 1.001 -0.814
H -3.012 3.024 -2.956
H -2.017 2.989 -1.571
H -3.131 4.451 -1.895
C 5.192 -2.102 2.133
O 6.303 -1.628 2.896
C 5.886 -0.824 3.952
C 7.076 -0.460 4.819
N 7.286 -1.506 5.841
C 8.597 -1.488 6.448
C 8.680 -2.473 7.586
O 8.736 -3.771 7.011
C 9.306 -4.724 7.878
H 5.540 -2.788 1.368
H 4.663 -1.278 1.654
H 4.582 -2.656 2.854
H 5.124 -1.332 4.566
H 5.392 0.111 3.637
H 6.849 0.452 5.376
H 7.962 -0.334 4.186
H 7.095 -2.391 5.384
H 8.824 -0.469 6.769
H 9.402 -1.788 5.757
H 7.824 -2.429 8.267
H 9.612 -2.280 8.135
H 10.234 -4.357 8.342
H 9.625 -5.631 7.368
H 8.577 -4.947 8.665
C -2.634 -2.675 4.209
O -3.914 -3.282 4.187
C -4.244 -3.845 5.414
C -5.698 -4.247 5.578
N -5.910 -4.691 6.948
C -7.087 -5.495 7.112
C -7.190 -5.967 8.532
O -8.454 -6.486 8.824
C -8.684 -6.662 10.188
H -2.348 -2.503 3.172
H -1.892 -3.376 4.610
H -2.648 -1.736 4.764
H -4.052 -3.183 6.282
H -3.646 -4.736 5.677
H -5.892 -5.039 4.839
H -6.404 -3.428 5.432
H -5.085 -4.957 7.461
H -7.168 -6.371 6.450
H -7.978 -4.883 6.927
H -6.978 -5.117 9.201
H -6.398 -6.697 8.772
H -8.263 -5.821 10.772
H -8.235 -7.563 10.620
H -9.745 -6.593 10.425
C 2.291 4.905 -5.009
O 2.738 4.915 -6.324
C 1.734 5.243 -7.268
C 1.469 6.736 -7.342
N 0.138 7.058 -6.839
C -0.100 8.466 -6.722
C -1.538 8.736 -6.339
O -2.484 8.117 -7.204
C -2.473 8.621 -8.506
H 1.306 4.410 -4.947
H 2.095 5.907 -4.600
H 2.917 4.359 -4.306
H 0.841 4.654 -7.012
H 2.098 4.803 -8.199
H 1.612 7.144 -8.355
H 2.201 7.218 -6.691
H -0.599 6.562 -7.319
H 0.109 8.963 -7.688
H 0.573 8.968 -6.023
H -1.716 9.823 -6.333
H -1.820 8.378 -5.349
H -2.519 9.720 -8.512
H -3.292 8.198 -9.080
H -1.540 8.388 -9.042
C -1.616 5.469 2.275
O -2.431 4.558 2.999
C -1.951 3.224 2.899
C -3.036 2.405 3.568
N -3.260 2.864 4.933
C -4.333 2.175 5.619
C -3.812 0.821 6.086
O -4.850 -0.027 6.611
C -5.670 -0.633 5.624
H -1.790 6.456 2.698
H -1.949 5.492 1.231
H -0.566 5.182 2.331
H -0.986 3.028 3.378
H -1.872 2.939 1.840
H -2.704 1.361 3.560
H -3.944 2.386 2.958
H -3.370 3.867 4.871
H -5.241 2.053 5.012
H -4.574 2.713 6.537
H -3.159 0.921 6.952
H -3.312 0.238 5.309
H -5.182 -1.123 4.780
H -6.425 0.082 5.277
H -6.251 -1.328 6.235
C 0.118 1.609 -4.214
O 0.934 1.675 -3.083
C 0.846 0.530 -2.271
C 1.607 0.754 -0.995
N 1.308 -0.323 -0.061
C 1.708 -0.151 1.310
C 0.747 0.705 2.122
O -0.488 0.071 2.382
C -1.401 -0.079 1.311
H -0.906 1.929 -3.995
H 0.111 0.637 -4.731
H 0.502 2.234 -5.026
H 1.251 -0.352 -2.793
H -0.196 0.257 -2.042
H 1.340 1.661 -0.450
H 2.698 0.760 -1.159
H 1.491 -1.255 -0.392
H 2.746 0.221 1.389
H 1.734 -1.120 1.811
H 0.597 1.703 1.693
H 1.203 0.775 3.114
H -2.352 -0.491 1.641
H -1.027 -0.836 0.615
H -1.500 0.881 0.797
C 3.514 -2.355 -1.186
O 3.407 -3.072 0.042
C 2.464 -4.114 0.026
C 0.991 -3.751 0.145
N 0.427 -3.247 -1.081
C 0.146 -4.195 -2.131
C -0.840 -3.620 -3.130
O -0.435 -2.384 -3.675
C 0.582 -2.443 -4.658
H 3.971 -1.388 -0.978
H 2.587 -2.224 -1.741
H 4.202 -2.925 -1.825
H 2.746 -4.830 0.803
H 2.591 -4.730 -0.883
H 0.922 -2.916 0.849
H 0.448 -4.598 0.589
H -0.251 -2.504 -1.017
H -0.328 -5.118 -1.760
H 1.082 -4.438 -2.644
H -1.768 -3.404 -2.592
H -1.073 -4.331 -3.932
H 0.914 -1.437 -4.886
H 0.205 -2.918 -5.574
H 1.386 -3.072 -4.262
C 4.495 -0.719 -4.229
O 4.034 -1.043 -5.528
C 4.654 -0.273 -6.537
C 4.035 -0.600 -7.903
N 4.816 -1.501 -8.728
C 5.583 -0.849 -9.818
C 6.346 -1.910 -10.561
O 7.281 -2.484 -9.678
C 7.930 -3.580 -10.260
H 4.782 0.333 -4.157
H 5.279 -1.410 -3.909
H 3.653 -0.824 -3.537
H 5.716 -0.573 -6.534
H 4.655 0.810 -6.355
H 3.787 0.326 -8.420
H 3.090 -1.083 -7.623
H 5.512 -2.010 -8.196
H 6.301 -0.157 -9.358
H 4.865 -0.316 -10.438
H 6.908 -1.336 -11.324
H 5.714 -2.617 -11.102
H 8.676 -4.005 -9.589
H 8.467 -3.314 -11.180
H 7.227 -4.391 -10.493

For the largest force on an atom, the calculation gives 1.98 eV/A. Its multiplicity is 1. Its structure (SMILES) is COCCNCCOC.COCCNCCOC.COCCNCCOC.COCCNCCOC.COCCNCCOC.COCCNCCOC.COCCNCCOC.COCCNCCOC. The HOMO-LUMO gap is 8.9 eV. As for the relative energy (zero: lowest compared OMol25 entry of this formula, charge and spin): 2.266 eV. The HOMO energy is -0.30601 Ha. The molar mass is 1065.53 g/mol. As for the calculated total energy: -96390.4724 eV.